DFT (ωB97M-V with the def2-TZVPD basis set) results for a molecular structure, C45H115N5NiO19PZn in a non-equilibrium geometry.

Each line ends with the Mulliken spin population.
Element x y z (Å)
Ni: 1.4905 -1.5409 3.3910  1.70
Zn: 2.4932 1.3013 -0.9354  0.01
P: 1.4562 -0.5697 1.0137  0.01
O: 2.7966 -0.7675 1.9409  0.09
O: 1.5746 -1.4481 -0.2177  0.01
O: 1.0970 0.8920 0.2847  -0.01
O: 0.3651 -0.9322 1.9759  0.03
C: 1.5406 -4.7046 3.2587  0.00
O: 2.2400 -3.5129 3.5127  0.04
C: 3.3971 -3.7386 4.3156  0.00
C: 4.0947 -2.4314 4.4758  0.00
N: 3.0788 -1.4876 4.8130  0.08
C: 3.5216 -0.1354 4.7791  -0.01
C: 2.4828 0.8379 5.2651  0.00
O: 1.2591 0.5198 4.6776  0.02
C: 0.6005 1.6651 4.0657  0.00
H: 2.1931 -5.4267 2.7483  0.00
H: 0.7884 -4.3996 2.5700  0.00
H: 1.0929 -5.0835 4.1857  0.00
H: 4.0439 -4.4286 3.7884  0.00
H: 3.1131 -4.2174 5.2830  0.00
H: 4.6246 -2.1300 3.5516  0.00
H: 4.7776 -2.4818 5.3155  0.00
H: 2.8877 -1.6896 5.7799  0.00
H: 3.9202 0.1039 3.7974  0.00
H: 4.4132 0.0047 5.4376  0.00
H: 2.8392 1.8595 5.1399  0.00
H: 2.3822 0.7281 6.3801  0.00
H: -0.2651 1.2299 3.5947  -0.01
H: 1.2036 2.2020 3.3291  0.00
H: 0.3069 2.3570 4.8485  0.00
C: 6.9324 0.2759 -6.6310  0.00
O: 5.7280 -0.2554 -7.0763  0.00
C: 4.7102 0.5860 -6.5801  0.00
C: 3.4533 -0.3503 -6.6416  0.00
N: 3.3808 -1.3417 -5.6583  0.00
C: 2.2293 -2.1291 -5.5725  0.00
C: 1.8642 -2.9503 -6.7719  0.00
O: 3.0380 -3.7095 -7.0305  0.00
C: 2.9048 -4.4373 -8.1370  0.00
H: 7.7246 -0.4505 -6.6927  0.00
H: 6.9390 0.5504 -5.5698  0.00
H: 7.2655 1.1448 -7.2306  0.00
H: 4.5848 1.4043 -7.3118  0.00
H: 4.9054 0.9233 -5.5872  0.00
H: 3.4372 -0.7292 -7.6839  0.00
H: 2.6023 0.2932 -6.4945  0.00
H: 4.1879 -1.9575 -5.6791  0.00
H: 1.3607 -1.4958 -5.2835  0.00
H: 2.3772 -2.8585 -4.7563  0.00
H: 1.6848 -2.3850 -7.6887  0.00
H: 0.9636 -3.5584 -6.5563  0.00
H: 3.0360 -3.9119 -9.0995  0.00
H: 1.8566 -4.8420 -8.1659  0.00
H: 3.5710 -5.3010 -8.1280  0.00
C: -4.1334 3.5891 -1.5101  0.00
O: -2.9985 3.8952 -0.7564  0.00
C: -1.8798 3.4375 -1.4914  0.00
C: -0.5965 3.8268 -0.8045  0.00
N: 0.5022 3.1478 -1.4184  0.00
C: 0.7361 3.6590 -2.7455  0.00
C: 2.0989 3.2497 -3.1481  0.00
O: 2.4180 1.8754 -2.9267  0.00
C: 1.6251 0.9942 -3.7825  0.00
H: -3.9954 3.8196 -2.5633  0.00
H: -4.9323 4.1492 -1.0736  0.00
H: -4.3797 2.5234 -1.4074  0.00
H: -2.0040 3.7666 -2.5602  0.00
H: -1.9830 2.3440 -1.4722  0.00
H: -0.7180 3.6245 0.2582  0.00
H: -0.4379 4.8870 -0.9092  0.00
H: 0.1335 2.1863 -1.4781  0.00
H: 0.5409 4.7470 -2.8125  0.00
H: -0.0292 3.2540 -3.3739  0.00
H: 2.8981 3.7372 -2.5959  0.00
H: 2.1943 3.3953 -4.2192  0.00
H: 1.9846 -0.0010 -3.8507  0.00
H: 1.6945 1.4714 -4.7634  0.00
H: 0.5919 1.0686 -3.4579  0.00
C: -8.4103 7.5827 4.0529  0.00
O: -7.4180 7.3233 3.1057  0.00
C: -6.6430 6.2626 3.6043  0.00
C: -5.5834 5.8581 2.6529  0.00
N: -4.7964 4.8139 3.2479  0.00
C: -3.6415 4.4967 2.4871  0.00
C: -2.6950 3.5768 3.1501  0.00
O: -1.9885 4.0818 4.3099  0.00
C: -1.0062 5.0162 4.0763  0.00
H: -9.1241 6.7557 4.2057  0.00
H: -8.9458 8.4084 3.6022  0.00
H: -8.0243 7.8376 5.0235  0.00
H: -7.3365 5.4094 3.7937  0.00
H: -6.2925 6.5625 4.5913  0.00
H: -4.9452 6.7817 2.5140  0.00
H: -6.0393 5.5095 1.7146  0.00
H: -4.5034 4.9946 4.2032  0.00
H: -3.0806 5.3961 2.2422  0.00
H: -3.9500 4.0520 1.5345  0.00
H: -1.9537 3.2815 2.3760  0.00
H: -3.1774 2.6850 3.5252  0.00
H: -1.4978 5.9378 3.8019  0.00
H: -0.3589 4.6992 3.2707  0.00
H: -0.4068 5.1117 4.9810  0.00
C: 3.4845 3.1943 0.9000  0.00
O: 4.0596 2.2914 -0.0739  0.00
C: 5.1234 1.4977 0.3876  0.00
C: 5.3312 0.3964 -0.6660  0.00
N: 4.0123 -0.1764 -0.9024  0.00
C: 3.8231 -1.0275 -2.0631  0.00
C: 4.7148 -2.2800 -2.0060  0.00
O: 4.7723 -2.8211 -0.6992  0.00
C: 3.6387 -3.5911 -0.3104  0.00
H: 2.9277 3.8981 0.2780  0.00
H: 4.2743 3.6035 1.5447  0.00
H: 2.7198 2.6829 1.4748  0.00
H: 4.8947 1.0101 1.3386  0.00
H: 6.0212 2.1324 0.5036  0.00
H: 6.1354 -0.3173 -0.3425  0.00
H: 5.6863 0.7861 -1.6377  0.00
H: 3.7645 -0.6971 -0.0564  0.01
H: 3.9602 -0.4590 -2.9679  0.00
H: 2.8094 -1.4278 -1.9776  0.00
H: 5.7123 -2.0858 -2.3420  0.00
H: 4.2064 -3.0434 -2.6042  0.00
H: 3.0728 -4.0298 -1.1335  0.00
H: 2.9619 -2.8956 0.2228  0.00
H: 3.9920 -4.2868 0.4557  0.00
C: -2.0251 -2.8823 -1.1434  0.00
C: -0.7598 -3.0653 -2.0033  0.00
C: -1.0045 -4.0260 -3.1985  0.00
O: -0.2322 -1.7971 -2.3578  0.00
H: -2.7876 -2.2506 -1.6062  0.00
H: -1.7711 -2.3036 -0.2286  0.00
H: -2.5730 -3.7632 -0.8003  0.00
H: -0.0324 -3.5821 -1.3958  0.00
H: -1.7952 -3.7095 -3.8670  0.00
H: -1.2795 -5.0259 -2.8186  0.00
H: -0.0606 -4.0844 -3.8207  0.00
H: 0.3580 -1.5169 -1.6133  0.00
C: -2.8221 0.4961 0.3432  0.00
C: -2.8735 -0.0564 1.7128  0.00
C: -4.3419 -0.0452 2.1675  0.00
O: -2.5421 -1.4488 1.8895  0.00
H: -3.4591 -0.1109 -0.2607  0.00
H: -1.8072 0.3988 -0.0495  0.00
H: -3.1247 1.5299 0.2342  0.00
H: -2.2635 0.5114 2.4206  0.00
H: -4.3961 -0.5702 3.1315  0.00
H: -5.0271 -0.5489 1.4736  0.00
H: -4.6778 0.9720 2.3430  0.00
H: -1.6588 -1.6177 1.4498  0.00
C: -2.6076 0.4478 -3.4758  0.00
C: -1.9650 -0.2277 -4.7149  0.00
C: -2.9206 -0.4748 -5.8054  0.00
O: -0.9956 0.6686 -5.1168  0.00
H: -1.8851 0.4646 -2.6642  0.00
H: -3.4307 -0.1713 -3.0838  0.00
H: -2.9186 1.4889 -3.7341  0.00
H: -1.4996 -1.1613 -4.3872  0.00
H: -3.5942 0.3979 -5.9067  0.00
H: -3.7048 -1.2162 -5.4773  0.00
H: -2.3612 -0.8091 -6.6450  0.00
H: -1.0680 1.0065 -6.0131  0.00
C: -1.4175 -3.4780 6.0562  0.00
C: -0.9966 -2.3098 5.0789  0.02
C: -1.9461 -1.1576 5.1706  0.00
O: 0.3704 -1.9000 5.2805  0.04
H: -2.4186 -3.9068 5.9654  0.00
H: -1.3782 -3.2588 7.1242  0.00
H: -0.6763 -4.2418 5.8989  0.00
H: -1.1014 -2.5882 4.0195  -0.02
H: -1.6514 -0.3248 4.5389  0.00
H: -2.0841 -0.7934 6.2036  0.00
H: -2.8957 -1.5458 4.8515  0.00
H: 0.3617 -1.0321 5.6786  0.00
C: -2.4477 -5.2769 2.5919  0.00
C: -3.9761 -5.1591 2.5126  0.00
C: -4.5469 -4.5516 3.7692  0.00
O: -4.3439 -4.3372 1.3961  0.00
H: -2.1554 -5.7079 1.6374  0.00
H: -2.1184 -5.9619 3.3945  0.00
H: -1.9860 -4.3016 2.7937  0.00
H: -4.4865 -6.0931 2.2818  0.00
H: -4.2041 -3.5107 3.9936  0.00
H: -4.3283 -5.1688 4.6421  0.00
H: -5.6373 -4.4276 3.6551  0.00
H: -4.1858 -3.4093 1.6215  0.00

Spin multiplicity ... 3
Molar mass ... 1185.5 g/mol
E ... -7115.6322 a.u.
Net charge ... +1